1.
{
  "formula": "C16H14FN3O2S",
  "method": "ωB97M-V/def2-TZVPD",
  "mol_weight_g_mol": 331.4,
  "relative_energy_ev": 0.000,
  "smiles": "O=C(CSc1nccn1Cc1ccco1)Nc1cccc(F)c1",
  "e_lumo_ev": 0.53,
  "energy_ev": -38937.3708,
  "homo_lumo_gap_ev": 8.87,
  "total_charge": 0,
  "species": ["O", "C", "C", "S", "C", "N", "C", "C", "N", "C", "C", "C", "C", "C", "O", "N", "C", "C", "C", "C", "C", "F", "C", "H", "H", "H", "H", "H", "H", "H", "H", "H", "H", "H", "H", "H", "H"],
  "positions_angstrom": [[-2.5819, -2.3091, 1.7548], [-1.8418, -2.0544, 0.8318], [-0.6004, -2.9031, 0.5549], [0.9572, -2.0356, 0.9455], [1.2655, -1.2222, -0.5658], [0.3784, -0.9728, -1.5031], [1.0587, -0.3340, -2.4952], [2.3668, -0.1984, -2.1442], [2.4984, -0.7810, -0.9103], [3.6887, -0.8204, -0.0932], [3.8019, 0.4115, 0.7461], [3.2053, 0.7596, 1.9219], [3.6477, 2.0733, 2.2119], [4.4733, 2.4238, 1.1899], [4.5708, 1.4274, 0.2950], [-1.9855, -1.0531, -0.0662], [-2.9850, -0.0870, -0.1306], [-2.8779, 0.8825, -1.1296], [-3.8373, 1.8671, -1.2570], [-4.9220, 1.9093, -0.3963], [-5.0105, 0.9415, 0.5871], [-6.0622, 0.9708, 1.4325], [-4.0686, -0.0570, 0.7423], [-0.6159, -3.7733, 1.2104], [-0.5482, -3.2072, -0.4894], [0.5542, -0.0249, -3.3877], [3.1974, 0.2477, -2.6493], [3.6273, -1.7033, 0.5495], [4.5589, -0.8945, -0.7502], [2.5408, 0.1538, 2.5027], [3.3847, 2.6671, 3.0623], [5.0322, 3.3163, 0.9916], [-1.2371, -0.9620, -0.7710], [-2.0331, 0.8536, -1.8016], [-3.7427, 2.6108, -2.0336], [-5.6828, 2.6683, -0.4784], [-4.1752, -0.7913, 1.5227]],
  "lowdin_charge": [0.07, -0.53, -0.34, 1.01, -0.61, 0.03, -0.12, -0.05, -0.08, -0.07, -0.26, -0.02, -0.05, -0.11, 0.05, 0.12, -0.21, -0.03, -0.08, -0.03, -0.27, 0.06, 0.07, 0.08, 0.09, 0.10, 0.12, 0.11, 0.14, 0.10, 0.10, 0.12, 0.08, 0.10, 0.10, 0.11, 0.11]
}

2.
{
  "formula": "C16H14KN3O5",
  "method": "ωB97M-V/def2-TZVPD",
  "mol_weight_g_mol": 367.4,
  "e_lumo_ev": -0.40,
  "energy_ev": -47849.5967,
  "homo_lumo_gap_ev": 7.16,
  "total_charge": 0,
  "species": ["K", "O", "C", "C", "C", "C", "C", "C", "C", "O", "N", "O", "O", "H", "H", "H", "H", "N", "C", "C", "C", "C", "C", "N", "C", "H", "H", "H", "H", "C", "C", "C", "O", "H", "H", "H", "H", "H", "H"],
  "positions_angstrom": [[11.0930, 7.4664, 4.4354], [11.4787, 8.2832, 7.0008], [11.5171, 9.1988, 7.8301], [11.3471, 10.6254, 7.5329], [11.1184, 11.6021, 8.4952], [11.0872, 12.9237, 8.0886], [11.2365, 13.3621, 6.7602], [11.3020, 12.4196, 5.7837], [11.3468, 11.0346, 6.1231], [11.4253, 10.1474, 5.2373], [11.1182, 13.9369, 9.0801], [11.2069, 15.1325, 8.7412], [11.0574, 13.5683, 10.3000], [11.7805, 8.9349, 8.9041], [11.0128, 11.3458, 9.5542], [11.2328, 14.4241, 6.5199], [11.3973, 12.6633, 4.7196], [17.6733, 4.7818, 4.6671], [16.9522, 5.6838, 4.6924], [16.1347, 6.8473, 4.6668], [16.7204, 8.1283, 4.6670], [15.8675, 9.2246, 4.7258], [14.4535, 8.9964, 4.6052], [13.9489, 7.7750, 4.4177], [14.7528, 6.7179, 4.5756], [17.7823, 8.2742, 4.6525], [16.2358, 10.2485, 4.8196], [13.7209, 9.7889, 4.5943], [14.2880, 5.7353, 4.5512], [6.2570, 8.5202, 4.6022], [7.7340, 8.8117, 4.3166], [8.0380, 10.3340, 4.1277], [8.5573, 7.9201, 4.1622], [5.6414, 9.2390, 4.0672], [6.0548, 8.6929, 5.6740], [5.9980, 7.4994, 4.3413], [7.6192, 10.6883, 3.1837], [9.1051, 10.4513, 4.1099], [7.5533, 10.8921, 4.9367]],
  "lowdin_charge": [0.89, -0.10, -0.20, -0.12, 0.04, -0.20, 0.00, -0.02, -0.40, -0.13, -0.33, 0.03, 0.00, 0.13, 0.13, 0.12, 0.12, 0.17, -0.19, -0.21, 0.00, -0.01, -0.08, 0.01, -0.08, 0.12, 0.11, 0.10, 0.12, -0.02, -0.42, 0.00, -0.06, 0.08, 0.10, 0.08, 0.09, 0.05, 0.09]
}

3.
{
  "formula": "C16H15BCl3MoN10O6",
  "method": "ωB97M-V/def2-TZVPD",
  "mol_weight_g_mol": 656.5,
  "relative_energy_ev": 0.399,
  "e_lumo_ev": [-9.98, -9.42],
  "energy_ev": -84101.2371,
  "homo_lumo_gap_ev": [4.76, 5.32],
  "multiplicity": 2,
  "total_charge": 2,
  "species": ["Mo", "C", "C", "N", "N", "C", "B", "N", "C", "C", "C", "N", "N", "C", "C", "C", "N", "N", "C", "C", "C", "N", "H", "H", "H", "H", "H", "H", "H", "H", "H", "H", "H", "H", "C", "C", "O", "H", "H", "H", "Cl", "C", "Cl", "Cl", "C", "N", "O", "N", "O", "O", "O", "O"],
  "positions_angstrom": [[0.9053, 0.2040, 0.7510], [1.5783, 1.5544, -3.2919], [1.7047, 1.7159, -1.9264], [0.8769, 0.8714, -1.2858], [0.2117, 0.1675, -2.2363], [0.6312, 0.5543, -3.4441], [-0.8872, -0.8272, -1.7942], [-0.1479, -1.9969, -1.0026], [-0.1857, -3.3110, -1.0914], [0.5957, -3.8815, -0.0568], [1.0846, -2.8279, 0.6426], [0.6406, -1.6483, 0.0793], [-1.7173, -0.0491, -0.7353], [-3.0351, 0.1483, -0.6690], [-3.3219, 0.8725, 0.4806], [-2.1021, 1.0665, 1.0957], [-1.1269, 0.5083, 0.3489], [-1.7328, -1.2788, -2.9199], [-2.3387, -0.5124, -3.8763], [-3.2361, -1.3031, -4.5431], [-3.1346, -2.5589, -3.9147], [-2.2527, -2.5451, -2.9415], [2.1008, 2.0830, -4.0679], [2.3513, 2.3756, -1.3729], [0.2349, 0.0910, -4.3318], [-0.7802, -3.7662, -1.8683], [0.7508, -4.9298, 0.1257], [1.7186, -2.7945, 1.5140], [-3.6813, -0.2448, -1.4366], [-4.2872, 1.1985, 0.8223], [-1.8641, 1.5563, 2.0243], [-2.0994, 0.5307, -4.0011], [-3.8774, -1.0192, -5.3577], [-3.6653, -3.4693, -4.1413], [1.2187, -0.6626, 4.8986], [0.6731, 0.6777, 4.5713], [0.7619, 1.6972, 5.1694], [1.0677, -0.8039, 5.9685], [2.2930, -0.6529, 4.7084], [0.7571, -1.4713, 4.3427], [2.9290, 4.2046, 3.8592], [1.7052, 4.4974, 2.6371], [2.2811, 5.5693, 1.3619], [0.1801, 5.0322, 3.3201], [1.4338, 3.1853, 1.9711], [1.2336, 2.1803, 1.4511], [2.5755, -0.3975, 1.9987], [3.4711, -0.1582, 1.1131], [4.6251, -0.2802, 1.2250], [2.8664, 0.2563, 0.0223], [0.1209, -0.2290, 2.4307], [-0.1048, 0.8212, 3.3733]],
  "lowdin_charge": [1.94, 0.01, -0.09, -0.11, 0.04, 0.00, -0.62, 0.08, 0.04, 0.04, -0.05, -0.12, 0.04, 0.02, 0.02, -0.06, -0.12, -0.02, -0.08, -0.02, -0.11, 0.07, 0.12, 0.12, 0.14, 0.13, 0.13, 0.13, 0.15, 0.12, 0.12, 0.13, 0.11, 0.12, 0.04, -0.46, 0.16, 0.12, 0.10, 0.09, 0.71, -1.62, 0.70, 0.71, -0.24, 0.13, -0.10, -0.45, 0.27, -0.14, -0.36, -0.08]
}

4.
{
  "formula": "C16H15BF4MoN3O4S6Se2Te2",
  "method": "ωB97M-V/def2-TZVPD",
  "mol_weight_g_mol": 1101.6,
  "relative_energy_ev": 1.465,
  "e_lumo_ev": [0.16, 0.26],
  "energy_ev": -253197.9927,
  "homo_lumo_gap_ev": [4.54, 4.65],
  "multiplicity": 3,
  "total_charge": -1,
  "species": ["Mo", "Se", "Te", "Te", "Se", "N", "H", "H", "H", "O", "C", "O", "C", "C", "C", "C", "C", "C", "N", "O", "O", "H", "H", "H", "H", "F", "B", "F", "F", "F", "S", "C", "N", "C", "C", "C", "C", "H", "H", "H", "H", "H", "C", "S", "C", "C", "S", "S", "C", "S", "S", "H", "H", "H"],
  "positions_angstrom": [[-0.6901, 2.3231, -0.5834], [1.7306, 1.9964, -0.1904], [2.8683, 2.7326, -2.2956], [1.3390, 4.9806, -2.8081], [-0.4755, 4.7162, -1.0985], [-0.5635, 1.7877, -2.7031], [-0.8944, 0.8188, -2.8170], [0.3776, 1.7684, -3.0899], [-1.1230, 2.3986, -3.2869], [-3.2861, -0.3676, -0.0272], [-2.0913, -0.3242, 0.1245], [-1.2825, 0.4662, -0.5139], [-1.3830, -1.1953, 1.1278], [-0.0030, -1.3791, 1.0774], [0.6280, -2.1180, 2.0631], [-0.1477, -2.6529, 3.0840], [-1.5298, -2.5214, 3.1303], [-2.1437, -1.7894, 2.1320], [0.5202, -3.3509, 4.1829], [-0.1632, -3.7144, 5.1246], [1.7243, -3.4952, 4.1268], [0.5578, -0.9552, 0.2574], [1.6952, -2.2728, 2.0572], [-2.0888, -2.9808, 3.9302], [-3.2178, -1.6554, 2.1123], [-2.7853, 2.6557, -0.9625], [-3.8326, 3.5299, -0.2396], [-4.6819, 3.9688, -1.2151], [-3.0704, 4.5546, 0.3290], [-4.4155, 2.7353, 0.7069], [-1.3108, 2.4647, 1.8691], [-0.1426, 1.7213, 2.8684], [-0.6006, 0.7473, 3.7021], [0.1489, 0.1019, 4.6190], [1.4729, 0.4036, 4.7455], [2.0042, 1.3974, 3.9056], [1.2159, 2.0481, 2.9914], [-1.5728, 0.4889, 3.5799], [-0.3592, -0.6550, 5.1972], [2.0818, -0.1192, 5.4664], [3.0509, 1.6610, 3.9837], [1.6120, 2.8269, 2.3559], [3.0326, -0.0408, -5.2339], [1.2414, -0.2001, -5.4584], [1.0606, -1.8902, -5.0508], [0.3748, -2.3810, -3.9764], [-0.5422, -1.5800, -2.7838], [0.4257, -4.1418, -3.8596], [1.3982, -4.4818, -5.2493], [1.8496, -6.0041, -5.7042], [1.8144, -3.0572, -6.1216], [3.2959, 0.9862, -5.4870], [3.5694, -0.7187, -5.8952], [3.3069, -0.2379, -4.1994]],
  "lowdin_charge": [0.91, -0.06, 0.22, 0.19, -0.01, -0.07, -0.03, -0.06, 0.07, 0.13, -0.60, -0.35, -0.12, 0.00, 0.02, -0.18, -0.01, 0.00, -0.36, 0.06, 0.07, 0.09, 0.12, 0.12, 0.13, -0.15, -1.26, 0.17, 0.03, 0.15, 0.74, -0.67, 0.08, -0.07, -0.04, -0.02, -0.14, 0.14, 0.13, 0.11, 0.12, 0.05, -0.43, 0.78, -1.03, -1.20, 0.51, 0.87, -1.54, 0.45, 0.87, 0.02, 0.02, 0.03]
}

5.
{
  "formula": "C16H15Cl2N3O2",
  "method": "ωB97M-V/def2-TZVPD",
  "mol_weight_g_mol": 352.2,
  "smiles": "O=C(Nc1cccc(Cl)c1N1CCOCC1)c1cccnc1Cl",
  "e_lumo_ev": -0.16,
  "energy_ev": -50435.0028,
  "homo_lumo_gap_ev": 8.03,
  "total_charge": 0,
  "species": ["O", "C", "N", "C", "C", "C", "C", "C", "Cl", "C", "N", "C", "C", "O", "C", "C", "C", "C", "C", "C", "N", "C", "Cl", "H", "H", "H", "H", "H", "H", "H", "H", "H", "H", "H", "H", "H", "H", "H"],
  "positions_angstrom": [[1.8631, 2.7518, 0.8880], [1.5244, 1.5769, 0.7931], [0.4023, 0.9360, 0.2360], [-0.5451, 1.6925, -0.3700], [-0.5239, 3.1917, -0.6497], [-1.6616, 3.6686, -1.0735], [-2.6913, 2.9088, -1.4449], [-2.5324, 1.3514, -1.5481], [-3.9140, 0.3782, -1.9299], [-1.4402, 0.7691, -0.8500], [-1.3685, -0.5305, -0.5970], [-2.3763, -1.4987, 0.2141], [-2.7356, -2.6462, -0.6501], [-1.7458, -3.2491, -1.0564], [-0.6295, -2.8439, -1.1954], [-0.7787, -1.2770, -1.5398], [2.6162, 0.6143, 1.6243], [3.8920, 0.9591, 1.4917], [4.9098, -0.0426, 1.9632], [4.5662, -1.0945, 2.5030], [3.1550, -1.4615, 2.6797], [2.3392, -0.5063, 2.1285], [0.7072, -1.1148, 2.4041], [0.3171, -0.1385, 0.4011], [0.2031, 3.8490, -0.1361], [-1.8319, 4.6272, -1.3180], [-3.4501, 2.9801, -2.3249], [-1.9656, -1.7071, 1.3150], [-3.2818, -0.7542, 0.4154], [-3.4113, -2.2522, -1.4282], [-3.4858, -3.1170, -0.0762], [-0.0186, -3.3531, -2.1131], [-0.0138, -2.8784, -0.4267], [0.1460, -0.7093, -1.9337], [-1.4236, -1.2379, -2.4920], [4.0879, 1.8613, 1.2131], [6.0157, 0.2976, 1.8107], [5.0802, -2.0005, 3.0727]],
  "lowdin_charge": [0.06, -0.28, 0.10, -0.11, 0.03, -0.19, -0.07, -0.49, 0.73, -0.32, -0.17, -0.05, -0.34, 0.00, -0.27, -0.19, -0.18, 0.07, -0.09, -0.16, 0.06, -0.67, 0.73, 0.11, 0.11, 0.08, 0.12, 0.13, 0.13, 0.11, 0.13, 0.18, 0.07, 0.15, 0.14, 0.06, 0.15, 0.16]
}

6.
{
  "formula": "C16H15Cl4N2O2SSiV",
  "method": "ωB97M-V/def2-TZVPD",
  "mol_weight_g_mol": 520.2,
  "relative_energy_ev": 0.081,
  "e_lumo_ev": [2.19, 2.19],
  "energy_ev": -118404.9524,
  "homo_lumo_gap_ev": [5.61, 6.23],
  "multiplicity": 4,
  "total_charge": -1,
  "species": ["V", "Cl", "C", "C", "Cl", "C", "Cl", "C", "O", "C", "O", "C", "Cl", "N", "C", "N", "C", "C", "C", "C", "C", "C", "S", "H", "H", "H", "H", "H", "H", "C", "Si", "C", "C", "H", "H", "H", "H", "H", "H", "H", "H", "H"],
  "positions_angstrom": [[-0.2290, 0.5592, -0.6977], [5.1282, -2.8995, 1.5400], [3.6551, -1.9795, 1.4712], [3.0141, -1.5774, 2.6251], [3.6750, -1.9785, 4.1813], [1.8178, -0.8477, 2.5432], [0.9711, -0.3512, 3.9764], [1.2541, -0.4994, 1.3197], [0.1197, 0.1583, 1.2081], [1.9363, -0.9008, 0.1254], [1.3983, -0.5671, -1.0531], [3.1012, -1.6389, 0.2266], [3.8456, -2.1557, -1.2611], [-0.0274, -2.3656, -2.3167], [-1.1898, -2.2743, -1.6427], [-1.5542, -1.2082, -0.9809], [-2.7684, -1.4457, -0.3119], [-3.3921, -0.5561, 0.5538], [-4.6000, -0.9179, 1.1240], [-5.1891, -2.1543, 0.8467], [-4.5651, -3.0538, 0.0006], [-3.3507, -2.6849, -0.5645], [-2.3142, -3.6052, -1.6127], [0.7281, -1.7561, -1.9191], [0.2759, -3.2957, -2.5560], [-2.9250, 0.3869, 0.8062], [-5.0888, -0.2349, 1.8066], [-6.1313, -2.4195, 1.3088], [-5.0080, -4.0197, -0.2066], [1.9733, 3.1171, -2.3344], [0.8555, 2.8168, -0.8230], [2.0714, 2.9786, 0.6235], [-0.1191, 4.4581, -0.7283], [2.5410, 4.0511, -2.2302], [1.4048, 3.1693, -3.2696], [2.6866, 2.2911, -2.4312], [2.6042, 3.9377, 0.5855], [2.8157, 2.1746, 0.5934], [1.5568, 2.8973, 1.5858], [0.5512, 5.3281, -0.7042], [-0.7367, 4.4884, 0.1773], [-0.7922, 4.5748, -1.5856]],
  "lowdin_charge": [0.75, 0.61, -0.72, -0.71, 0.62, -0.61, 0.66, -0.40, -0.25, -0.37, -0.30, -0.61, 0.66, 0.11, -0.68, 0.01, -0.29, -0.01, -0.08, -0.10, -0.10, -0.48, 1.08, 0.06, 0.09, 0.11, 0.10, 0.10, 0.10, -0.28, 0.41, -0.26, -0.30, 0.01, 0.00, 0.01, 0.02, 0.02, 0.02, 0.01, 0.00, 0.00]
}